Entry 1:
DFT (the ωB97M-V functional and the def2-TZVPD basis) results for a cluster of 6 separate species, C38H45N2 in total.

Summary:
HOMO level: -10.6390 eV
Orbital gap: 8.05 eV
LUMO energy: -2.6 eV
Total charge: +1

```
85
C38H45N2 (the ωB97M-V functional and the def2-TZVPD basis)
C -0.0296 -0.4771 2.7176
C -0.3722 0.4893 1.5654
C -0.9152 1.8742 2.0062
C -2.0460 1.8231 3.0725
C -3.4573 2.1274 2.4670
C -4.2650 0.8609 2.3078
N -5.5996 0.7809 2.1739
C -5.9013 -0.5648 2.0909
C -4.7939 -1.3200 2.1358
N -3.7807 -0.3583 2.2729
H 0.5959 -1.2770 2.2938
H 0.5199 0.0144 3.5312
H -0.8966 -0.9880 3.1725
H 0.5725 0.6845 1.0328
H -1.0592 0.0742 0.8089
H -1.3481 2.3466 1.1079
H -0.0964 2.5374 2.3168
H -1.8515 2.6062 3.8164
H -2.0780 0.8745 3.6226
H -3.3850 2.7096 1.5405
H -3.9936 2.7498 3.2025
H -6.2300 1.5686 2.1407
H -6.9122 -0.9511 2.0043
H -4.6540 -2.3902 2.0899
H -2.7904 -0.5746 2.3263
C -8.8210 -2.5312 0.0039
C -8.2533 -3.6039 0.6799
C -8.7833 -4.8780 0.5319
C -9.8755 -5.0808 -0.3001
C -10.4407 -4.0092 -0.9786
C -9.9166 -2.7336 -0.8237
H -8.4100 -1.5347 0.1216
H -7.3957 -3.4473 1.3253
H -8.3452 -5.7130 1.0638
H -10.2865 -6.0749 -0.4197
H -11.2915 -4.1689 -1.6283
H -10.3612 -1.8977 -1.3487
C -1.2175 0.9034 -2.2455
C -1.1382 2.2891 -2.2061
C -0.1045 2.9436 -2.8602
C 0.8445 2.2119 -3.5607
C 0.7631 0.8262 -3.6030
C -0.2663 0.1707 -2.9422
H -2.0230 0.3919 -1.7305
H -1.8821 2.8603 -1.6627
H -0.0370 4.0237 -2.8233
H 1.6504 2.7227 -4.0731
H 1.5045 0.2572 -4.1498
H -0.3264 -0.9102 -2.9694
C 4.2551 -1.7966 -8.3752
C 4.0884 -2.0210 -7.0155
C 3.5622 -1.0230 -6.2066
C 3.1940 0.1963 -6.7597
C 3.3574 0.4195 -8.1199
C 3.8917 -0.5753 -8.9271
H 4.6686 -2.5737 -9.0055
H 4.3699 -2.9743 -6.5857
H 3.4386 -1.1964 -5.1441
H 2.7791 0.9741 -6.1296
H 3.0689 1.3700 -8.5512
H 4.0242 -0.3995 -9.9871
C 4.7727 3.6859 0.5990
C 5.3374 2.6380 1.3141
C 4.8283 1.3530 1.1828
C 3.7597 1.1140 0.3288
C 3.1969 2.1615 -0.3890
C 3.7006 3.4481 -0.2509
H 5.1684 4.6883 0.7040
H 6.1755 2.8232 1.9747
H 5.2652 0.5367 1.7451
H 3.3655 0.1100 0.2223
H 2.3634 1.9745 -1.0572
H 3.2584 4.2657 -0.8068
C 7.4473 0.6661 5.4720
C 8.0117 -0.3823 6.1857
C 7.5028 -1.6672 6.0526
C 6.4348 -1.9057 5.1983
C 5.8726 -0.8578 4.4818
C 6.3759 0.4286 4.6214
H 7.8425 1.6686 5.5784
H 8.8489 -0.1977 6.8471
H 7.9394 -2.4834 6.6142
H 6.0411 -2.9088 5.0910
H 5.0399 -1.0444 3.8136
H 5.9334 1.2470 4.0662
```

***

Entry 2:
DFT (the ωB97M-V functional and the def2-TZVPD basis) results for a structure of composition C38H45N8SZr.

Summary:
HOMO level: -9.7180 eV
Orbital gap: 6.02 eV
LUMO energy: -3.7 eV
Total charge: +1
Energy relative to the best compared isomer or geometry (same formula, charge and spin): 0.395 eV

```
93
C38H45N8SZr (the ωB97M-V functional and the def2-TZVPD basis)
Zr -0.9668 0.9246 -1.0360
C -2.1346 3.8321 -4.2834
C -1.3886 2.9310 -3.3548
N -2.0118 1.9350 -2.7424
N -3.2479 1.6868 -3.0707
C -3.6301 0.4232 -2.9500
N -4.8333 0.0861 -3.4462
S -2.6946 -0.8464 -2.0836
C 0.0181 3.0642 -3.1493
C 0.9066 3.9302 -3.7049
C 2.2810 3.8571 -3.4312
C 2.7637 2.8304 -2.6098
C 1.8030 1.9204 -2.1378
N 0.4887 2.0697 -2.3161
H -3.2285 3.4726 -4.3592
H -2.1912 4.8844 -3.8940
H -1.5974 3.8783 -5.2137
H -5.5429 0.8122 -3.6031
H -5.1898 -0.8814 -3.1739
H 0.6256 4.7383 -4.3503
H 2.9865 4.5416 -3.8994
H 3.8319 2.6282 -2.4641
H 2.0507 1.0318 -1.5595
C -1.3222 -3.6730 4.7359
C -0.3992 -3.9989 3.5624
C 1.0749 -4.1882 4.0424
C -0.6916 -5.3391 2.8628
C -0.5999 -2.8429 2.5837
C -1.3302 -1.6771 2.7899
C -1.3910 -0.6860 1.8095
N -0.9748 -0.8692 0.5490
C -0.1422 -1.9630 0.3540
C 0.1082 -2.8948 1.3551
C 0.5045 -2.0249 -0.9116
C 1.5382 -2.9524 -1.2049
C 2.5366 -2.6300 -2.1178
C 2.1532 -1.6422 -3.0671
C 0.9197 -1.0277 -2.9419
N 0.2437 -0.9697 -1.7651
C 3.9227 -3.2096 -1.9231
C 4.6942 -2.9366 -3.2082
C 3.8736 -4.7432 -1.7212
C 4.6004 -2.6130 -0.6979
H -1.5151 -4.5300 5.4069
H -2.3310 -3.4356 4.3728
H -0.9975 -2.8221 5.3529
H 1.2910 -5.2133 4.4503
H 1.3995 -3.4556 4.8599
H 1.8424 -4.1064 3.2187
H -0.4383 -6.1652 3.5375
H 0.0545 -5.3407 2.0798
H -1.6906 -5.3274 2.4264
H -1.7780 -1.4612 3.7541
H -1.9280 0.2337 1.9280
H 0.8502 -3.6493 1.1480
H 1.6277 -3.8448 -0.5984
H 2.8958 -1.3021 -3.7811
H 0.6869 -0.2780 -3.6767
H 4.2053 -3.2039 -4.1836
H 5.6395 -3.4977 -3.1432
H 5.0092 -1.8934 -3.2351
H 3.5530 -5.2407 -2.6281
H 3.3085 -5.0500 -0.8667
H 4.9348 -5.0000 -1.4581
H 4.7106 -1.5174 -0.7599
H 5.5256 -3.1413 -0.5341
H 3.9086 -2.8791 0.1441
C 0.1880 3.8051 0.8914
N -0.8726 2.9904 0.2756
C -2.0751 3.4788 0.4020
C -3.3056 2.7720 0.2395
C -4.6655 3.2132 0.4024
C -5.4876 2.0434 0.3142
C -4.6421 0.9877 -0.0659
N -3.2889 1.4262 -0.0359
C 0.1704 3.7215 2.4125
C -0.5229 4.7256 3.2034
C -0.5665 4.6043 4.6181
C 0.1941 3.6543 5.2709
C 0.7408 2.6310 4.4788
C 0.8461 2.6658 3.1037
H 0.0987 4.9008 0.6006
H 1.0581 3.4130 0.4914
H -2.1863 4.5030 0.6711
H -5.0058 4.2095 0.6301
H -6.5287 1.9242 0.5795
H -4.9293 -0.0143 -0.3430
H -0.9115 5.5785 2.6616
H -1.1781 5.3068 5.1931
H 0.3169 3.7584 6.3155
H 1.2031 1.8552 5.0393
H 1.4905 1.9111 2.6207
H 0.6781 1.1873 -0.0377
```

***

Entry 3:
DFT (the ωB97M-V functional and the def2-TZVPD basis) results for a structure of composition C38H46BaClF6Ge3N2O4S2.

Summary:
HOMO level (spin up / spin down): -2.0039 / -2.0040 eV
Orbital gap (spin up / spin down): 5.81 / 5.29 eV
<S²>: 0.793
Spin multiplicity: 2
LUMO energy (spin up / spin down): 3.8 / 3.3 eV
Total charge: -2
Energy relative to the best compared isomer or geometry (same formula, charge and spin): 0.922 eV

```
103
C38H46BaClF6Ge3N2O4S2 (the ωB97M-V functional and the def2-TZVPD basis)
Ba -0.5327 0.6573 0.5206
C 0.5844 3.4280 -0.2758
C -0.5687 4.1589 -0.6336
C -1.1278 4.6919 0.5438
C -0.3405 4.2765 1.6305
C 0.7275 3.5035 1.1301
H 1.2863 2.9593 -0.9568
H -0.9466 4.2929 -1.6400
H -2.0276 5.2901 0.6058
H -0.5248 4.5050 2.6723
H 1.5364 3.0663 1.7056
C -0.7145 -4.3766 2.9048
C -1.2035 -3.3461 3.6927
C -0.9898 -2.0392 3.2835
N -0.3365 -1.7349 2.1603
C 0.1352 -2.7322 1.4107
C -0.0275 -4.0668 1.7420
H -0.8681 -5.4094 3.1943
H -1.7516 -3.5376 4.6053
H -1.3620 -1.2105 3.8688
H 0.6594 -2.4414 0.5062
H 0.3763 -4.8344 1.0956
C -0.6137 0.7667 -3.9639
Ge -0.5512 -1.1272 -3.3788
C 1.2725 -1.8222 -3.6402
C -1.6197 -2.0557 -4.7865
C -1.1206 -1.3178 -1.5727
H 0.0834 0.9422 -4.7871
H -0.3533 1.4451 -3.1478
H -1.6166 1.0284 -4.3118
H 1.7771 -1.3283 -4.4734
H 1.2354 -2.8955 -3.8470
H 1.8732 -1.6631 -2.7448
H -1.1898 -1.9117 -5.7827
H -2.6460 -1.6783 -4.7946
H -1.6551 -3.1276 -4.5762
H -0.9873 -2.3608 -1.2516
H -2.2021 -1.1108 -1.4955
Cl -8.6272 -0.7857 0.8521
C -7.2799 -0.1635 -0.0606
C -6.2840 -1.0350 -0.4916
C -5.2212 -0.5427 -1.2141
C -5.1150 0.8368 -1.5244
C -4.0165 1.3370 -2.2324
C -6.1472 1.6870 -1.0584
C -7.2148 1.1964 -0.3384
H -6.3449 -2.0850 -0.2403
H -4.4236 -1.2066 -1.5256
H -3.9072 2.3979 -2.4117
H -3.2244 0.6783 -2.5622
H -6.0761 2.7500 -1.2564
H -7.9892 1.8569 0.0278
F -3.6381 3.2486 3.0541
C -4.0012 2.4781 2.0387
F -5.3273 2.3047 2.0859
F -3.6932 3.0617 0.8923
S -3.1508 0.8264 2.1277
O -1.8567 1.0861 2.7003
O -3.1063 0.3724 0.7713
N -4.0788 -0.1129 2.9397
S -4.3095 -0.0933 4.5012
O -5.0284 1.0566 4.9707
O -3.1870 -0.5666 5.2616
C -5.5295 -1.4897 4.5764
F -6.3197 -1.5469 3.5103
F -4.8950 -2.6603 4.6980
F -6.2974 -1.3236 5.6610
C 3.3409 -3.4674 -0.6814
Ge 3.9768 -1.9757 0.4636
C 5.9516 -2.2157 0.4915
C 3.4382 -2.5011 2.3129
Ge 2.9602 0.2041 -0.1046
C 4.2762 1.3916 0.8574
C 4.5727 2.6605 0.3504
C 5.4145 3.5378 1.0213
C 5.9886 3.1710 2.2322
C 5.7026 1.9201 2.7622
C 4.8580 1.0501 2.0820
C 3.6760 0.4900 -1.9702
C 2.9337 1.2605 -2.8676
C 3.3767 1.5157 -4.1608
C 4.5851 0.9923 -4.5963
C 5.3451 0.2224 -3.7239
C 4.8953 -0.0151 -2.4307
H 3.4554 -4.4216 -0.1588
H 3.9184 -3.5060 -1.6074
H 2.2916 -3.3404 -0.9565
H 6.2086 -3.0784 1.1130
H 6.4403 -1.3303 0.9030
H 6.3408 -2.3906 -0.5136
H 3.1338 -3.5510 2.3404
H 2.6069 -1.8958 2.6785
H 4.2792 -2.3757 2.9999
H 4.1304 2.9749 -0.5896
H 5.6144 4.5173 0.6009
H 6.6438 3.8549 2.7596
H 6.1372 1.6190 3.7098
H 4.6475 0.0801 2.5242
H 1.9730 1.6575 -2.5581
H 2.7684 2.1157 -4.8287
H 4.9325 1.1801 -5.6062
H 6.2930 -0.1923 -4.0509
H 5.5130 -0.6055 -1.7625
```

***

Entry 4:
DFT (the ωB97M-V functional and the def2-TZVPD basis) results for a structure of composition C38H47CaGeIN6O5Se.

Summary:
HOMO level: -6.0144 eV
Orbital gap: 5.10 eV
LUMO energy: -0.9 eV
Energy relative to the best compared isomer or geometry (same formula, charge and spin): 2.349 eV

```
100
C38H47CaGeIN6O5Se (the ωB97M-V functional and the def2-TZVPD basis)
Ca -3.0299 -1.5737 0.4120
C -2.9264 -6.0950 2.8931
C -1.6824 -5.6275 2.2195
N -0.5211 -6.1156 2.5038
C 0.5504 -5.5727 1.9888
C 0.5967 -4.7204 0.8748
C 2.0025 -4.6305 0.2787
O 2.9416 -4.3232 1.3258
C -0.5832 -4.1890 0.4475
C 0.0838 -1.8321 -0.5042
N 0.0729 -1.1896 -1.7110
C 1.2100 -0.8167 -2.2579
C 2.4803 -1.2665 -1.7457
C 3.6895 -1.2842 -2.5148
C 3.6179 -0.8089 -3.8182
C 2.3768 -0.2302 -4.2647
C 1.2762 -0.0508 -3.4556
I -0.3047 1.0068 -4.1597
C -1.7441 -4.5149 1.2611
O -2.8393 -3.7771 1.2334
H -3.7186 -6.0926 2.0947
H -3.3234 -5.5167 3.7587
H -2.8325 -7.1477 3.2051
H 1.4928 -5.8868 2.3395
H 2.0987 -3.9969 -0.6402
H 2.2537 -5.6812 0.0349
H 3.7331 -3.8784 1.0231
H 1.0503 -2.1602 0.0065
H 2.4621 -1.7200 -0.6855
H 4.5384 -1.8200 -2.1200
H 4.5168 -0.6945 -4.4676
H 2.3704 0.2406 -5.2621
C 1.2919 -0.0709 1.6377
C -0.1739 -0.3897 1.4429
N -0.7699 -1.1033 0.5113
N -0.6213 -3.1997 -0.6019
C -1.7209 -3.3028 -1.5105
O -2.5961 -2.4645 -1.5973
C -1.8222 -4.5439 -2.3477
C -0.7232 -5.3881 -2.6061
C -0.8527 -6.5248 -3.3912
C -2.0272 -6.8082 -4.0673
C -3.0776 -5.9003 -3.9565
C -2.9775 -4.7177 -3.1529
C -1.0670 -0.1569 2.6024
C -0.5941 0.3973 3.7895
C -1.4748 0.8145 4.7643
C -2.8701 0.8708 4.4757
C -3.2495 0.3000 3.2870
N -2.4226 -0.2453 2.3428
H 1.7955 -0.7601 2.3481
H 1.4104 0.9286 2.0402
H 1.7643 -0.2256 0.6500
H 0.2146 -5.1606 -2.1633
H -0.0586 -7.2516 -3.3336
H -2.1007 -7.7534 -4.6956
H -4.0924 -6.1821 -4.2339
H -3.7692 -3.9586 -3.2742
H 0.4859 0.5866 3.8953
H -1.1786 1.3075 5.7048
H -3.5765 1.1480 5.1797
H -4.3168 0.1513 3.1844
C 5.4830 9.9458 1.4578
Ge 5.4376 8.1734 2.2460
C 4.8353 8.3151 4.1385
C 4.8369 6.6728 1.0566
C 7.3997 7.7522 2.3247
Se 7.5804 5.9764 3.2983
C 8.1747 4.9400 1.7077
H 4.4696 10.2960 1.3709
H 5.9292 9.8489 0.4926
H 5.9861 10.6640 2.1355
H 5.5296 7.8172 4.8036
H 3.8782 7.8424 4.1694
H 4.6535 9.3707 4.3620
H 5.5417 6.5161 0.2587
H 3.8316 6.8467 0.5896
H 4.7627 5.7528 1.6209
H 7.9432 8.5108 2.9149
H 7.9303 7.6425 1.3201
H 7.3172 4.6977 1.0586
H 8.6159 4.0834 2.3092
H 8.8653 5.7082 1.2016
O -5.1555 0.9739 -0.1559
C -5.3147 -0.0911 -0.9230
O -5.0065 -1.2053 -0.5991
C -5.8409 0.2651 -2.3184
N -5.6688 1.7386 -2.4859
C -6.8132 2.2013 -3.3077
C -7.7635 0.9480 -3.5014
C -7.2729 -0.1642 -2.4848
H -5.1386 -0.2007 -3.0023
H -4.8232 1.9132 -3.0328
H -5.4376 1.7357 -0.7592
H -6.4707 2.6347 -4.2653
H -7.3602 2.9791 -2.7739
H -7.5450 0.6005 -4.4996
H -8.8121 1.2664 -3.4111
H -7.4046 -1.1565 -3.0086
H -7.9117 -0.2418 -1.5262
```

***

Entry 5:
DFT (the ωB97M-V functional and the def2-TZVPD basis) results for a cluster of 5 separate species, C38H47ClFN7O10P in total.

Summary:
HOMO level: -11.4152 eV
Orbital gap: 8.85 eV
LUMO energy: -2.6 eV
Total charge: +1
Energy relative to the best compared isomer or geometry (same formula, charge and spin): 0.000 eV

```
105
C38H47ClFN7O10P (the ωB97M-V functional and the def2-TZVPD basis)
C -0.7920 0.9936 -0.3428
C -1.8877 -0.0613 -0.1401
C -3.2676 0.5293 -0.3745
Cl -4.5488 -0.6323 0.0148
N -3.4899 1.7844 0.3690
C -3.6339 3.0095 -0.2005
F -3.6029 3.1377 -1.4831
C -3.7968 3.9509 0.7458
P -3.9911 5.7350 0.5588
O -4.6368 6.1694 -0.6882
N -3.7421 3.2262 1.9428
N -3.8417 3.7756 3.2234
C -3.5457 1.9415 1.7082
C -3.3479 0.9184 2.7583
C -1.9083 1.0451 3.3173
C -1.6570 -0.0115 4.3852
C -0.5505 0.3568 5.3890
C 0.6505 1.1148 4.8291
C 1.3805 0.4660 3.6396
C 1.5315 -1.0565 3.6510
O 2.6183 -1.4940 4.4402
C 2.3051 -1.8242 5.7789
H -0.8253 1.7050 0.4844
H -0.9583 1.5045 -1.2940
H 0.1823 0.5151 -0.3865
H -1.7502 -0.8402 -0.8896
H -1.8145 -0.5511 0.8321
H -3.3825 0.7847 -1.4242
H -2.6774 6.2061 0.6976
H -4.6272 6.1304 1.7502
H -4.3055 4.6739 3.1505
H -4.4539 3.1873 3.7827
H -3.5117 -0.0736 2.3457
H -4.0757 1.0497 3.5630
H -1.7605 2.0685 3.6661
H -1.2413 0.8372 2.4806
H -1.4229 -0.9482 3.8831
H -2.5687 -0.1930 4.9623
H -0.2301 -0.5427 5.9153
H -1.0109 0.9945 6.1512
H 0.3666 2.1339 4.5539
H 1.3756 1.2310 5.6387
H 2.4037 0.8499 3.6290
H 0.9413 0.7599 2.6820
H 0.6083 -1.5754 3.9286
H 1.7741 -1.3620 2.6295
H 1.3178 -2.2934 5.8471
H 3.0416 -2.5464 6.1240
H 2.3215 -0.9380 6.4202
C 4.7667 -1.9505 -3.5375
C 3.8703 -0.9090 -3.3361
C 2.6827 -1.1338 -2.6612
C 2.4166 -2.4095 -2.1951
C 3.2927 -3.4628 -2.3880
C 4.4759 -3.2240 -3.0663
N 1.1699 -2.6559 -1.4627
O 0.3966 -1.7211 -1.3115
O 0.9648 -3.7712 -1.0375
H 5.6883 -1.7698 -4.0598
H 4.1012 0.0814 -3.7031
H 1.9784 -0.3318 -2.5007
H 3.0573 -4.4480 -2.0148
H 5.1778 -4.0307 -3.2235
C -6.2233 4.5918 -3.1777
C -7.1005 3.5248 -3.3240
C -8.2800 3.6833 -4.0341
C -8.5545 4.9180 -4.5889
C -7.6994 5.9954 -4.4523
C -6.5245 5.8257 -3.7378
N -9.8004 5.0887 -5.3609
O -10.5413 4.1317 -5.4458
O -10.0042 6.1739 -5.8614
H -5.3044 4.4706 -2.6243
H -6.8677 2.5624 -2.8868
H -8.9716 2.8634 -4.1560
H -7.9467 6.9482 -4.8953
H -5.8422 6.6553 -3.6168
C 11.8781 -0.5611 -5.6525
C 10.9468 0.4509 -5.4590
C 9.7594 0.1853 -4.7977
C 9.5316 -1.0991 -4.3390
C 10.4419 -2.1234 -4.5241
C 11.6246 -1.8455 -5.1889
N 8.2815 -1.3846 -3.6203
O 7.4797 -0.4782 -3.4854
O 8.1094 -2.5115 -3.2013
H 12.8060 -0.3477 -6.1658
H 11.1463 1.4495 -5.8217
H 9.0271 0.9625 -4.6405
H 10.2333 -3.1166 -4.1565
H 12.3500 -2.6319 -5.3428
C 0.1710 -7.3447 2.4709
C -0.0561 -6.6025 1.3189
C -0.6012 -5.3328 1.4064
C -0.9060 -4.8322 2.6596
C -0.6926 -5.5539 3.8205
C -0.1492 -6.8230 3.7180
N -1.4642 -3.4816 2.7590
O -1.6634 -2.8639 1.7298
O -1.6906 -3.0225 3.8654
H 0.6010 -8.3344 2.3967
H 0.1944 -7.0116 0.3503
H -0.7806 -4.7440 0.5189
H -0.9445 -5.1355 4.7833
H 0.0267 -7.4046 4.6120
```

***

F_max per entry: 2.35 3.17 2.35 3.87 0.93 eV Å⁻¹